{
  "formula": "C35H26Br2HfN5O5S2",
  "method": "ωB97M-V/def2-TZVPD",
  "de_lowest_ev": 1.0916,
  "total_charge": 1,
  "orbital_gap_ev": 6.620,
  "species": ["Hf", "O", "N", "O", "C", "C", "C", "C", "C", "C", "N", "C", "C", "N", "C", "C", "C", "C", "H", "H", "H", "H", "H", "H", "H", "Br", "C", "C", "C", "C", "C", "C", "C", "C", "C", "C", "H", "H", "H", "H", "H", "H", "C", "C", "N", "C", "C", "N", "H", "H", "H", "H", "H", "H", "C", "O", "C", "S", "S", "H", "H", "H", "Br", "C", "C", "C", "C", "C", "C", "C", "O", "O", "H", "H", "H", "H"],
  "positions_angstrom": [[0.3298, -0.6638, 0.1634], [-6.5634, 1.6129, 1.9921], [-5.7747, 1.7191, 2.9111], [-6.0422, 2.1292, 4.0199], [-4.3708, 1.3489, 2.6627], [-3.4478, 1.9554, 3.4398], [-2.0664, 1.6493, 3.3028], [-1.0912, 2.1684, 4.1707], [0.2038, 1.7350, 4.0505], [0.5206, 0.8293, 3.0388], [-0.3653, 0.3767, 2.1672], [-1.6533, 0.7591, 2.3000], [-2.6313, 0.1455, 1.4446], [-2.1731, -0.7375, 0.5244], [-3.0612, -1.4522, -0.1384], [-4.4361, -1.3369, 0.0510], [-4.9191, -0.3960, 0.9221], [-4.0035, 0.3819, 1.6601], [-3.7679, 2.6605, 4.1942], [-1.3828, 2.8811, 4.9311], [0.9736, 2.0744, 4.7275], [1.5306, 0.4519, 2.9422], [-2.6738, -2.1882, -0.8262], [-5.1085, -1.9877, -0.4882], [-5.9784, -0.2561, 1.0537], [2.2140, -1.5457, -2.3317], [1.9152, 0.1935, -3.1115], [2.7743, 0.5479, -4.1119], [2.6117, 1.7801, -4.7648], [1.5931, 2.6069, -4.3914], [0.7082, 2.2519, -3.3480], [-0.3139, 3.1495, -2.9622], [-1.1595, 2.8348, -1.9428], [-1.0159, 1.6077, -1.2691], [-0.0512, 0.6612, -1.5871], [0.8425, 1.0078, -2.6579], [3.5677, -0.1233, -4.4094], [3.2942, 2.0547, -5.5568], [1.4432, 3.5573, -4.8882], [-0.3988, 4.0952, -3.4823], [-1.9292, 3.5286, -1.6301], [-1.7114, 1.4230, -0.4565], [-1.3232, -1.7278, -3.2385], [-0.7384, -2.7623, -2.3453], [-0.3891, -2.6379, -1.0654], [0.0917, -3.8808, -0.6786], [0.0421, -4.7347, -1.7279], [-0.4864, -4.0110, -2.7681], [-1.6168, -0.8532, -2.6673], [-2.1901, -2.1286, -3.7665], [-0.5957, -1.4173, -3.9913], [0.4430, -4.0820, 0.3150], [0.3315, -5.7655, -1.8163], [-0.6352, -4.3518, -3.7031], [-0.3882, -5.2803, 4.1203], [0.4856, -4.3946, 3.4142], [-0.0039, -3.3123, 2.8328], [-1.6058, -2.9025, 2.8904], [1.2258, -2.3978, 2.0413], [0.1509, -6.2177, 4.2193], [-1.3151, -5.4261, 3.5688], [-0.6227, -4.8699, 5.1022], [7.7358, 0.8092, 0.3581], [6.0835, 1.6374, -0.0583], [6.0753, 2.9063, -0.6189], [4.8641, 3.5175, -0.9120], [3.6706, 2.8821, -0.6183], [3.6947, 1.6121, -0.0504], [4.9025, 0.9721, 0.2118], [2.4302, 0.9159, 0.2518], [2.4010, -0.3690, 0.2705], [1.3620, 1.5269, 0.4575], [7.0078, 3.4175, -0.8124], [4.8603, 4.4998, -1.3639], [2.7163, 3.3525, -0.8156], [4.9042, -0.0170, 0.6484]],
  "atomic_forces_ev_per_a": [[-0.89, -0.54, 1.00], [0.10, 0.02, 0.04], [-0.18, 0.08, 0.14], [-0.02, -0.05, -0.18], [0.50, 0.06, 0.15], [-0.35, 0.00, -0.05], [0.27, -0.21, -0.24], [0.01, -0.05, -0.08], [-0.13, 0.02, 0.12], [0.14, -0.04, 0.00], [-0.18, 0.11, -0.34], [-0.05, 0.10, 0.31], [-0.36, -0.14, 0.18], [0.31, 0.24, -0.05], [0.18, -0.21, -0.06], [-0.15, 0.18, 0.13], [0.14, -0.12, -0.08], [0.02, 0.01, -0.15], [-0.02, -0.02, 0.02], [0.03, -0.02, 0.04], [0.04, -0.01, -0.03], [-0.01, 0.02, -0.05], [0.03, 0.06, 0.00], [0.02, 0.02, -0.06], [-0.04, -0.04, 0.03], [-0.01, 0.25, -0.53], [0.08, -0.36, 0.11], [-0.01, -0.13, 0.06], [-0.07, 0.09, 0.02], [0.06, 0.02, -0.04], [0.05, -0.17, 0.11], [-0.11, 0.04, 0.10], [0.01, 0.13, -0.03], [0.12, -0.49, -0.17], [-0.09, 0.42, -0.55], [-0.07, 0.08, -0.15], [0.02, 0.00, 0.03], [-0.01, 0.02, -0.02], [0.02, 0.01, 0.00], [-0.01, 0.00, -0.02], [-0.02, 0.00, -0.04], [0.01, 0.06, -0.03], [-0.02, -0.10, -0.10], [-0.08, 0.22, -0.07], [0.16, 0.23, 0.22], [0.02, -0.34, -0.08], [0.10, 0.03, 0.20], [-0.06, 0.04, 0.08], [-0.02, 0.00, -0.06], [-0.02, -0.01, 0.03], [0.03, 0.07, 0.06], [0.02, 0.07, -0.01], [-0.03, -0.02, -0.02], [-0.07, 0.06, -0.03], [-0.20, -0.10, 0.11], [0.30, -0.02, -0.16], [-0.62, 0.06, 0.10], [-0.10, 0.05, -0.01], [0.63, 0.13, -0.37], [0.09, 0.07, 0.01], [0.05, -0.01, -0.01], [0.01, 0.04, -0.04], [-0.12, 0.05, -0.05], [0.12, -0.03, 0.03], [-0.01, -0.02, 0.03], [0.01, 0.03, -0.01], [-0.16, -0.02, 0.12], [0.16, -0.08, -0.09], [-0.05, -0.03, 0.07], [0.26, 0.80, 0.05], [0.20, -0.37, 0.44], [-0.05, -0.25, 0.05], [0.02, -0.03, -0.04], [-0.01, 0.02, 0.01], [0.00, 0.02, -0.04], [0.04, -0.03, -0.04]]
}

{
  "formula": "C10H5F6N6O4S2SeV",
  "method": "ωB97M-V/def2-TZVPD",
  "total_charge": 2,
  "orbital_gap_ev": [3.434, 3.379],
  "species": ["V", "F", "C", "F", "F", "S", "O", "O", "N", "S", "O", "O", "C", "F", "F", "F", "Se", "N", "C", "C", "C", "C", "C", "C", "N", "H", "H", "H", "H", "N", "C", "N", "C", "N", "H"],
  "positions_angstrom": [[0.0557, -0.4820, 0.6610], [-3.6418, 3.6998, -0.2250], [-2.4290, 3.1582, -0.5473], [-2.4488, 2.9453, -1.8931], [-1.5142, 4.1456, -0.3221], [-2.0733, 1.6491, 0.4192], [-0.8092, 1.1270, -0.1001], [-3.2294, 0.7737, 0.2008], [-2.0183, 2.3184, 1.8578], [-0.6657, 1.9576, 2.6101], [-0.7552, 2.1252, 4.0662], [0.0056, 0.7257, 2.1954], [0.3929, 3.3353, 2.0324], [1.5871, 3.3955, 2.6913], [-0.2120, 4.5453, 2.2422], [0.6867, 3.2935, 0.7045], [-1.7518, 0.0522, -2.1606], [-0.3930, -0.7616, -1.3119], [0.2798, -1.5651, -2.1281], [1.3762, -2.3128, -1.7249], [2.0077, -3.1253, -2.6708], [1.5289, -3.1702, -3.9942], [0.4175, -2.4033, -4.3755], [-0.1963, -1.6011, -3.4172], [-1.2621, -0.8230, -3.6509], [1.7298, -2.2644, -0.7008], [2.8627, -3.7154, -2.3779], [2.0200, -3.7987, -4.7197], [0.0436, -2.4324, -5.3904], [0.8659, -1.3483, 2.2822], [1.3427, -1.8771, 3.1996], [1.9505, -2.5769, 4.3201], [1.8603, -1.7584, 5.5187], [1.8097, -1.1379, 6.4989], [0.5766, -2.0934, 0.2099]],
  "atomic_forces_ev_per_a": [[0.67, -1.81, 0.24], [1.79, -1.71, 0.06], [-1.03, 4.32, -1.96], [0.23, -0.56, 1.52], [-0.85, -1.84, -0.03], [-5.93, 1.35, 1.17], [1.06, 0.50, 0.01], [2.50, 1.06, 0.46], [1.11, -1.99, -0.75], [-1.20, 4.02, 5.73], [0.06, -0.72, -3.87], [0.34, -0.84, -0.71], [2.62, 3.83, -0.26], [-1.72, -0.89, -0.59], [0.22, -2.35, -0.02], [-0.42, -0.84, 1.11], [0.39, -1.49, -3.15], [0.81, -0.52, 2.58], [0.85, -0.55, 1.58], [0.96, -0.93, -1.00], [-0.55, 0.45, 0.34], [-0.91, 0.71, -0.24], [1.44, -1.32, -0.63], [-1.46, 0.86, -1.36], [-0.51, 0.46, 0.78], [0.52, -0.07, -0.28], [0.06, -0.08, -0.03], [0.04, -0.05, -0.07], [-0.04, 0.02, 0.02], [-0.36, -0.59, -2.57], [2.99, -3.10, 6.18], [-2.82, 5.00, -1.65], [0.10, -1.90, -3.35], [0.05, -0.23, -0.23], [-0.99, 1.78, 0.97]]
}

{
  "formula": "C3H3O2S",
  "method": "ωB97M-V/def2-TZVPD",
  "de_lowest_ev": 2.7935,
  "s2": 2.0078,
  "spin_multiplicity": 3,
  "total_charge": -1,
  "orbital_gap_ev": [5.113, 5.179],
  "species": ["C", "C", "C", "O", "O", "S", "H", "H", "H"],
  "positions_angstrom": [[-1.0065, 1.2895, -0.4690], [-2.0246, 1.9238, -0.5596], [0.1458, 0.3823, -0.2947], [-3.7625, -2.3346, 0.7880], [-1.5717, -1.9567, 1.9057], [-2.5356, -1.5259, 0.8806], [1.0963, 1.0194, -0.2216], [0.2376, 0.2061, 0.8134], [0.1557, -0.5558, -0.9265]],
  "atomic_forces_ev_per_a": [[6.04, -4.98, 0.80], [-5.26, 3.71, -0.69], [0.72, 1.36, 1.16], [-1.08, -0.81, -0.06], [1.21, -0.53, 1.18], [0.00, 1.49, -1.17], [-0.85, -0.77, -1.29], [-0.91, -0.81, -0.79], [0.14, 1.33, 0.88]]
}